P:
Below is a structure of composition C4H9Cl6Hg2O, with properties calculated with wB97M-V/def2-TZVPD.

Last column: Mulliken charge in e.
Cartesian coordinates (Å):
H1 -32.228 10.644 -3.250  0.308
H2 -35.549 6.536 -6.468  0.369
H3 -30.683 6.344 -4.618  0.238
C1 -33.336 2.693 -2.121  -0.188
H4 -34.335 2.470 -1.745  0.395
Cl1 -34.636 8.694 -6.718  -0.001
H5 -31.010 5.282 -3.425  0.415
C2 -31.400 9.938 -3.312  -0.295
Cl2 -33.624 6.106 -7.627  -0.064
O1 -31.475 4.583 -5.287  -0.501
C3 -34.563 6.998 -6.425  0.012
H6 -32.415 6.140 -4.204  0.252
H7 -34.128 6.813 -5.443  -0.028
Cl3 -31.470 9.001 -1.799  -0.031
Cl4 -32.089 2.276 -0.860  -0.019
Hg1 -32.851 2.779 -6.356  1.125
Cl5 -33.074 1.768 -3.586  -0.022
C4 -31.463 5.630 -4.353  -0.632
H8 -30.467 10.496 -3.238  0.377
Cl6 -31.727 9.108 -4.797  -0.012
Hg2 -29.246 3.851 -5.785  1.102
H9 -33.294 3.776 -2.230  0.199

As for the molar mass: 687.01 g mol⁻¹. The LUMO energy is -16.3 eV. The orbital gap is 0.081 Ha. Its total charge is +3.



Q:
Below is a structure of composition C4H9Cl6Hg2O, with properties calculated with wB97M-V/def2-TZVPD.

Last column: Mulliken charge in e.
Cartesian coordinates (Å):
Cl1 1.781 -2.039 -2.997  0.005
H1 0.270 -0.845 -4.357  0.367
H2 -3.071 -1.002 1.408  0.144
H3 -4.188 0.374 1.234  0.340
Cl2 0.804 -2.342 4.977  0.042
C1 0.955 -2.028 3.272  -0.104
H4 1.156 -0.966 3.120  0.139
Hg1 1.956 4.436 0.795  1.105
Hg2 2.758 3.228 -2.510  1.094
Cl3 1.808 0.799 -3.682  -0.085
C2 -3.686 -0.436 0.696  -0.119
H5 1.831 -2.587 2.921  0.343
Cl4 -4.912 -1.464 0.036  0.048
H6 0.913 1.463 0.980  0.097
Cl5 -0.436 -2.543 2.346  -0.007
O1 1.719 2.739 -0.537  -0.702
Cl6 -2.622 0.267 -0.528  -0.065
C3 0.791 -0.691 -3.411  0.069
H7 1.314 0.707 -0.547  0.130
C4 0.907 1.617 -0.097  -0.083
H8 -0.100 1.782 -0.473  0.264
H9 0.053 -0.470 -2.648  -0.019

As for the molar mass: 687.01 g mol⁻¹. The LUMO energy is -16.2 eV. The orbital gap is 0.067 Ha. Its total charge is +3.



Stability verdict: Q, ahead by 15.4 kcal/mol



P:
Below is an isolated molecule of C8H8N2O, with properties calculated with wB97M-V/def2-TZVPD.

Last column: Mulliken charge in e.
Cartesian coordinates (Å):
C1 0.084 -1.354 2.690  -0.345
C2 -1.580 2.399 -2.135  -0.688
H1 -2.503 2.068 -2.370  0.294
C3 1.092 0.640 1.644  -0.534
C4 -0.635 -1.633 1.478  -0.582
H2 0.080 -1.877 3.711  0.257
H3 -1.121 2.867 -3.024  0.287
O1 -0.829 1.241 -1.720  -0.367
N1 1.544 1.479 -1.456  -0.317
H4 -1.082 -0.853 -0.448  0.411
H5 -1.786 3.228 -1.336  0.290
C5 -0.453 -0.803 0.410  -0.519
H6 1.718 1.501 1.538  0.418
H7 1.522 -0.193 3.582  0.348
C6 0.309 0.333 0.534  0.476
N2 1.018 2.526 -0.942  -0.379
C7 0.213 1.397 -0.908  0.851
C8 0.921 -0.251 2.703  -0.349
H8 -1.038 -2.559 1.360  0.447

As for the molar mass: 148.17 g mol⁻¹. Its SMILES is COC1(c2ccccc2)N=N1. The LUMO energy is 0.2 eV. The orbital gap is 0.345 Ha. Its total charge is 0.



Q:
Below is an isolated molecule of C8H8N2O, with properties calculated with wB97M-V/def2-TZVPD.

Last column: Mulliken charge in e.
Cartesian coordinates (Å):
C1 -3.188 -0.282 0.115  -0.419
C2 -2.696 1.015 0.120  -0.527
H1 -0.278 -1.962 -0.274  0.440
H2 1.248 1.536 -0.274  0.393
H3 -2.695 -2.356 -0.051  0.372
C3 0.945 0.503 -0.205  -0.609
C4 -0.955 -1.131 -0.165  -0.391
C5 3.558 -0.131 0.111  -0.051
H4 -3.371 1.850 0.237  0.374
H5 3.964 -1.123 0.275  0.390
H6 -0.965 2.256 -0.007  0.313
O1 1.791 -1.607 0.047  -0.702
C6 -2.313 -1.346 -0.037  -0.473
C7 -1.345 1.244 -0.019  -0.510
N1 1.989 -0.356 -0.037  0.387
C8 -0.443 0.174 -0.146  0.839
N2 4.001 1.016 0.000  -0.468
H7 5.002 1.162 0.082  0.267
H8 -4.247 -0.462 0.227  0.374

As for the molar mass: 148.17 g mol⁻¹. Its SMILES is [H]/N=C/[N+]([O-])=C/c1ccccc1. The LUMO energy (spin up / spin down) is -0.1 / -0.1 eV. The orbital gap (spin up / spin down) is 0.288 / 0.288 Ha. Its total charge is 0.



R:
Below is an isolated molecule of C8H8N2O, with properties calculated with wB97M-V/def2-TZVPD.

Last column: Mulliken charge in e.
Cartesian coordinates (Å):
H1 1.613 -0.350 2.012  0.393
C1 1.987 0.197 -0.029  -0.994
C2 -1.069 -0.446 2.018  -0.239
C3 -2.273 0.023 1.570  -0.572
H2 -0.780 -0.874 2.956  0.421
C4 -0.269 0.709 -1.283  -0.265
N1 -0.181 -0.250 1.004  0.222
O1 -0.305 2.009 -1.656  -0.472
C5 -0.878 0.314 -0.018  0.224
N2 -2.139 0.503 0.311  -0.603
C6 0.022 -0.246 -2.258  -0.465
H3 0.498 -1.769 -3.850  0.442
H4 2.515 -0.338 -0.791  0.357
C7 0.286 -1.055 -3.112  0.384
H5 2.307 1.196 0.199  0.294
H6 1.347 -1.645 0.807  0.227
H7 -3.219 0.059 2.074  0.439
H8 -0.709 2.536 -0.952  0.385
C8 1.246 -0.573 0.999  -0.178

As for the molar mass: 148.17 g mol⁻¹. The LUMO energy (spin up / spin down) is 0.0 / 0.0 eV. The orbital gap (spin up / spin down) is 0.311 / 0.271 Ha. Its total charge is 0.



Stability verdict: Q, ahead by 34.1 kcal/mol



P:
Below is a cluster of 5 separate species, C4H20NO4 in total, with properties calculated with wB97M-V/def2-TZVPD.

Last column: Mulliken charge in e.
Cartesian coordinates (Å):
C1 -2.731 -0.538 0.851  -1.327
H1 1.005 0.475 0.737  0.296
H2 -1.989 2.477 -2.272  0.297
H3 0.442 -0.705 2.389  0.410
N1 0.782 0.460 -0.259  0.089
H4 0.985 1.340 -0.704  0.334
H5 2.537 -2.557 -0.140  0.282
H6 -3.444 2.486 -2.057  0.297
O1 1.773 -0.869 -2.606  -0.600
H7 -3.072 -0.461 1.881  0.397
H8 -3.224 -1.356 0.335  0.322
H9 3.159 -1.415 -1.022  0.293
O2 2.746 -1.621 -0.181  -0.622
H10 3.742 1.139 1.127  0.286
H11 1.408 -0.292 -0.596  0.255
O3 2.888 0.969 1.534  -0.606
C2 -0.724 0.222 -0.364  -1.121
H12 0.842 -0.955 -2.848  0.275
H13 -0.913 -1.729 0.446  0.362
H14 -1.173 -0.704 2.893  0.442
H15 -0.576 0.762 2.291  0.416
C3 -0.532 -0.315 2.096  -1.732
H16 -1.164 1.183 -0.138  0.681
H17 2.786 1.689 2.167  0.291
H18 2.186 -1.062 -3.460  0.303
H19 -2.980 0.398 0.358  0.303
H20 -0.901 -0.203 -1.344  0.133
C4 -1.177 -0.731 0.786  0.837
O4 -2.681 1.913 -1.900  -0.592

As for the molar mass: 146.21 g mol⁻¹. The LUMO energy is -2.9 eV. The orbital gap is 0.437 Ha. Its total charge is +1.



Q:
Below is a cluster of 5 separate species, C4H20NO4 in total, with properties calculated with wB97M-V/def2-TZVPD.

Last column: Mulliken charge in e.
Cartesian coordinates (Å):
N1 -1.046 -0.135 -0.102  -0.356
H1 -1.336 -1.062 -0.048  0.456
C1 -0.071 0.361 1.050  -0.823
H2 -0.541 -0.201 -0.948  0.426
H3 3.426 0.220 1.154  0.458
O1 -1.235 -1.316 -2.259  -0.605
H4 -1.993 0.380 -0.310  0.398
H5 1.353 -3.999 1.193  0.328
H6 -1.507 2.265 -2.090  0.277
H7 -3.847 -1.109 -1.080  0.303
H8 2.033 -3.720 -0.224  0.308
H9 2.499 2.404 0.235  0.426
H10 -3.786 -1.485 0.453  0.259
O2 -1.094 2.605 -1.300  -0.580
H11 -1.041 -2.281 -2.062  0.301
H12 -0.225 -0.503 1.716  0.399
H13 -0.612 1.147 1.623  0.410
C2 1.290 0.683 0.569  0.771
H14 -1.550 -1.293 -3.170  0.285
H15 1.616 0.501 -0.557  0.192
O3 1.650 -3.254 0.542  -0.634
C3 1.449 2.272 0.489  -1.414
O4 -3.435 -1.023 -0.223  -0.570
H16 2.289 -1.040 1.326  0.259
H17 -1.082 3.571 -1.268  0.299
H18 0.780 2.947 -0.093  0.122
H19 1.343 2.703 1.504  0.410
H20 2.237 0.320 2.452  0.370
C4 2.439 0.042 1.428  -1.475

As for the molar mass: 146.21 g mol⁻¹. The LUMO energy is -3.0 eV. The orbital gap is 0.397 Ha. Its total charge is +1.



Stability verdict: P, ahead by 35.8 kcal/mol